DFT (the ωB97M-V functional and the def2-TZVPD basis) results for C5H7N3 in the gas phase.

As for the structure (SMILES): N#CC/N=C\N1CC1. The energy relative to the best compared isomer or geometry (same formula, charge and spin) comes out at 127.4 kcal/mol. As for the molar mass: 109.13 g mol⁻¹. For the orbital gap, the calculation gives 10.22 eV.

XYZ file:
```
15
Properties=species:S:1:pos:R:3:mulliken_charge:R:1
N -2.094 -1.607 -0.685 -0.547
C -2.159 -0.516 0.012 0.500
C -1.711 0.744 0.532 -0.606
N -0.914 1.603 -0.446 -0.469
C 0.330 1.355 -0.540 -0.039
N 1.099 0.445 0.408 -0.323
C 0.615 -0.976 0.343 -0.616
C 1.972 -0.670 -0.340 -0.434
H -1.019 0.486 1.355 0.383
H -2.492 1.425 0.757 0.362
H 0.870 1.936 -1.226 0.471
H 0.830 -1.356 1.384 0.224
H -0.215 -1.182 -0.265 0.577
H 2.995 -1.047 0.173 0.243
H 1.893 -0.639 -1.463 0.272
```


DFT (the ωB97M-V functional and the def2-TZVPD basis) results for a 2-piece molecular cluster, C5H7N3 overall.

The energy relative to the best compared isomer or geometry (same formula, charge and spin) comes out at 219.8 kcal/mol. As for the molar mass: 109.13 g mol⁻¹. For the orbital gap (alpha / beta), the calculation gives 6.39 / 3.31 eV.

XYZ file:
```
15
Properties=species:S:1:pos:R:3:mulliken_charge:R:1
C 1.517 -0.501 -2.327 -0.201
C 0.119 -0.579 -2.552 -0.034
C 0.434 -0.080 -0.576 0.380
C 0.312 0.196 0.696 0.462
C 0.671 0.474 2.081 -1.206
N 1.718 0.003 -1.159 -0.442
N -2.535 -0.321 1.541 -0.586
N -0.571 -0.350 -1.447 -0.471
H 2.163 -0.474 -3.173 0.366
H -0.295 -0.853 -3.549 0.354
H 1.666 0.255 2.274 0.382
H 0.000 -0.041 2.727 0.372
H 0.288 1.586 2.223 0.274
H -2.426 0.409 2.392 0.160
H -3.059 0.275 0.849 0.190
```


DFT (the ωB97M-V functional and the def2-TZVPD basis) results for C5H7N3 as an isolated structure.

The energy relative to the best compared isomer or geometry (same formula, charge and spin) comes out at 148.3 kcal/mol. As for the molar mass: 109.13 g mol⁻¹. For the orbital gap, the calculation gives 8.71 eV.

XYZ file:
```
15
Properties=species:S:1:pos:R:3:mulliken_charge:R:1
C -0.188 -0.441 -0.998 -0.761
C 0.060 1.001 1.070 -0.003
C 0.107 2.171 0.463 -0.379
C 0.013 2.689 -0.772 0.272
C 0.079 -2.431 0.597 -0.249
H -0.923 -1.560 -1.155 0.215
H -0.665 0.495 -1.458 0.223
H 0.623 -0.771 -1.786 0.290
H 0.111 0.769 2.082 0.498
H -0.127 2.806 1.394 0.223
H 0.227 -3.390 1.350 0.181
H -0.042 -2.972 -0.413 0.240
N 0.168 -0.251 0.438 0.619
N 0.087 3.249 -1.876 -0.505
N 0.471 -1.363 1.064 -0.862
```


DFT (the ωB97M-V functional and the def2-TZVPD basis) results for C5H7N3O in the gas phase.

As for the structure (SMILES): CC(=O)Nc1ncc[nH]1. The energy relative to the best compared isomer or geometry (same formula, charge and spin) comes out at 53.2 kcal/mol. As for the molar mass: 125.13 g mol⁻¹. For the orbital gap, the calculation gives 9.16 eV.

XYZ file:
```
16
Properties=species:S:1:pos:R:3:mulliken_charge:R:1
C 3.045 -0.336 0.047 -1.368
C 1.606 0.166 -0.333 0.754
O 1.316 1.233 -0.924 -0.601
N 0.589 -0.738 0.087 -0.129
C -0.774 -0.387 0.000 0.159
N -1.730 -1.093 -0.583 -0.686
C -2.887 -0.463 -0.558 -0.413
C -2.692 0.782 0.088 -0.154
N -1.307 0.795 0.381 -0.094
H 2.953 -1.173 -0.488 0.446
H 3.166 -0.286 1.109 0.341
H 3.730 0.299 -0.309 0.368
H 0.782 -1.414 0.911 0.303
H -3.804 -0.647 -0.656 0.544
H -3.416 1.770 0.425 0.258
H -0.577 1.493 0.803 0.273
```


DFT (the ωB97M-V functional and the def2-TZVPD basis) results for C5H7N3O in the gas phase.

As for the structure (SMILES): CC(=O)Nc1ncc[nH]1. The energy relative to the best compared isomer or geometry (same formula, charge and spin) comes out at 59.5 kcal/mol. As for the molar mass: 125.13 g mol⁻¹. For the orbital gap, the calculation gives 8.71 eV.

XYZ file:
```
16
Properties=species:S:1:pos:R:3:mulliken_charge:R:1
C -2.156 1.089 0.331 -1.065
C -1.988 -0.292 -0.176 0.470
O -2.873 -0.790 -0.855 -0.535
N -0.787 -1.013 0.002 -0.398
C 0.476 -0.374 -0.068 0.233
N 0.795 0.833 -0.361 -0.414
C 2.123 0.885 -0.483 -0.634
C 2.615 -0.369 -0.218 -0.307
N 1.583 -1.143 0.052 -0.074
H -1.457 1.600 -0.123 0.441
H -1.948 0.892 1.233 0.421
H -3.267 1.370 0.142 0.233
H -0.827 -1.516 1.137 0.344
H 2.570 1.725 -0.658 0.586
H 3.582 -0.713 -0.070 0.430
H 1.558 -2.185 0.116 0.269
```


DFT (the ωB97M-V functional and the def2-TZVPD basis) results for C5H7N3O in the gas phase.

As for the structure (SMILES): [H]/N=C(C)\C(=N/[H])C(=O)N=C. The energy relative to the best compared isomer or geometry (same formula, charge and spin) comes out at 52.8 kcal/mol. As for the molar mass: 125.13 g mol⁻¹. For the orbital gap, the calculation gives 9.13 eV.

XYZ file:
```
16
Properties=species:S:1:pos:R:3:mulliken_charge:R:1
H -1.375 -0.159 -2.432 0.251
N -1.982 -0.118 -1.617 -0.739
C -1.407 -0.034 -0.502 0.891
C -2.186 -0.011 0.772 -1.148
C 0.117 0.403 -0.343 0.247
N 0.740 1.404 -0.764 -0.629
H 0.147 2.189 -1.034 0.287
C 0.817 -0.873 0.066 0.355
O 0.095 -1.863 0.165 -0.538
N 2.145 -0.815 0.016 -0.250
C 3.053 -0.217 0.630 -0.176
H -3.195 -0.385 0.595 0.350
H -1.692 -0.640 1.512 0.307
H -2.231 1.009 1.160 0.289
H 4.055 -0.225 0.218 0.262
H 2.895 0.334 1.557 0.241
```


DFT (the ωB97M-V functional and the def2-TZVPD basis) results for C5H7N3O as an isolated structure.

The energy relative to the best compared isomer or geometry (same formula, charge and spin) comes out at 159.3 kcal/mol. As for the molar mass: 125.13 g mol⁻¹. For the orbital gap, the calculation gives 8.97 eV.

XYZ file:
```
16
Properties=species:S:1:pos:R:3:mulliken_charge:R:1
C 1.776 -0.372 -0.146 0.408
C 0.093 1.658 -0.135 0.108
C -1.192 -0.006 0.596 0.236
C -2.007 -1.130 -0.149 -0.764
C -0.556 -0.803 -0.407 -0.144
H 3.270 -1.496 0.796 0.316
H 1.920 1.704 -0.276 0.326
H -0.014 2.805 -0.082 0.321
H -1.110 -0.213 1.688 0.213
H -2.493 -1.876 0.617 0.289
H -2.700 -0.381 -1.033 0.247
H -0.590 -0.308 -1.418 0.437
N 2.912 -0.476 0.313 -0.598
N 1.181 0.901 -0.417 -0.307
N -1.071 1.309 0.251 -0.658
O 0.580 -1.315 -0.197 -0.431
```


DFT (the ωB97M-V functional and the def2-TZVPD basis) results for C5H7N3O3 in the gas phase.

The energy relative to the best compared isomer or geometry (same formula, charge and spin) comes out at 167.7 kcal/mol. As for the molar mass: 157.13 g mol⁻¹. For the orbital gap, the calculation gives 8.81 eV.

XYZ file:
```
18
Properties=species:S:1:pos:R:3:mulliken_charge:R:1
C -1.315 -0.180 -0.348 -0.387
C -0.259 -0.845 0.050 0.618
C -0.336 1.650 -0.588 0.587
C -0.188 -2.273 0.601 -1.317
C 2.056 1.882 -0.128 -1.012
N 0.929 -0.224 -0.068 -0.415
N 0.789 1.118 -0.311 0.199
N -2.617 -0.427 -0.313 0.902
O -0.885 2.668 -0.789 -0.483
O -3.319 -0.559 -1.289 -0.582
O -3.024 -0.610 0.820 -0.533
H -0.745 -2.246 1.561 0.296
H 0.753 -2.551 0.831 0.448
H -0.630 -3.082 -0.184 0.258
H 2.187 2.646 -0.864 0.370
H 2.216 2.270 0.828 0.311
H 2.732 1.157 -0.405 0.429
H 1.656 -0.393 0.595 0.312
```